Formula: C16H19F5IrN7O
Source: OMol25
Level of theory: ωB97M-V/def2-TZVPD

Positions of all 49 atoms, in Å:
1 Ir -0.799 -0.524 0.488
2 N -0.905 -0.887 2.815
3 C -1.262 0.338 3.543
4 C -0.505 1.531 2.951
5 N -0.654 1.644 1.491
6 C -1.744 2.497 1.009
7 C -3.095 1.789 1.112
8 N -3.020 0.467 0.466
9 H -1.477 -1.665 3.141
10 H 0.070 -1.111 3.005
11 H -0.997 0.261 4.605
12 H -2.340 0.477 3.476
13 H 0.555 1.392 3.168
14 H -0.834 2.452 3.444
15 H 0.213 2.029 1.130
16 H -1.540 2.725 -0.040
17 H -1.783 3.441 1.566
18 H -3.858 2.416 0.640
19 H -3.374 1.667 2.156
20 H -3.176 0.578 -0.534
21 H -3.753 -0.142 0.821
22 N -0.025 -3.689 -2.337
23 C 0.155 -4.540 -1.295
24 C -0.189 -3.846 -0.162
25 N -0.572 -2.597 -0.507
26 C -0.461 -2.513 -1.835
27 C -0.756 -1.287 -2.509
28 N -1.026 -0.185 -1.806
29 C -1.281 0.797 -2.705
30 C -1.153 0.292 -3.971
31 N -0.819 -1.017 -3.829
32 H 0.189 -3.911 -3.298
33 H 0.499 -5.544 -1.433
34 H -0.182 -4.177 0.857
35 H -1.540 1.793 -2.411
36 H -1.269 0.765 -4.927
37 H -0.662 -1.654 -4.594
38 F 5.850 1.923 -1.406
39 C 4.770 1.396 -0.871
40 C 4.462 1.623 0.480
41 F 5.271 2.362 1.218
42 C 3.311 1.083 1.019
43 F 2.958 1.345 2.279
44 C 2.428 0.232 0.275
45 O 1.417 -0.298 0.822
46 C 2.795 0.032 -1.090
47 F 1.985 -0.748 -1.828
48 C 3.918 0.598 -1.655
49 F 4.204 0.388 -2.931

## Properties
strongest force on any atom: 5.2 eV/A
Kohn-Sham gap (spin up / spin down): 5.34 / 5.34 eV
relative energy (zero: lowest compared OMol25 entry of this formula, charge and spin): 0.000 eV
total charge: +2
HOMO level (spin up / spin down): -12.87 / -12.87 eV
LUMO level (spin up / spin down): -7.535 / -7.533 eV
DFT total energy: -45789.3826 eV